1.
Density functional theory data (ωB97M-V/def2-TZVPD) for the molecule C8H12N2O2S2 at a distorted geometry.

The calculated total energy comes out at -1368.24671 Eh. The calculation puts the orbital gap (alpha / beta) at 0.3093 / 0.2046 Eh. As for the total charge: 0. Its relative energy (zero: lowest compared OMol25 entry of this formula, charge and spin) is 4.204 eV.

Bonds (Å) are listed after each position.
Atoms and positions in Å:
1 C -3.026 0.802 -1.180  C2 1.377, N9 1.369, H15 1.195
2 C -3.568 -0.346 -0.649  C1 1.377, S13 1.752, H16 1.055
3 C -1.474 0.591 0.386  C7 1.375, N9 1.286, S13 1.873
4 C 0.729 1.793 1.068  C5 1.532, C7 1.521, H17 1.041, H18 1.128
5 C 1.381 1.632 -0.309  C4 1.532, S14 1.862, H19 1.074, H20 1.077
6 C 1.164 -1.078 -1.097  C8 1.513, S14 1.784, H21 1.125
7 C -0.387 0.769 1.208  C3 1.375, C4 1.521, N10 1.360
8 C 0.922 -2.505 -0.659  C6 1.513, H22 1.088, H23 1.153, H24 1.158
9 N -1.967 1.363 -0.517  C1 1.369, C3 1.286
10 N -0.081 -0.234 2.073  C7 1.360, H25 1.048, H26 0.988
11 O 2.405 -0.389 1.275  S14 1.488
12 O 3.464 0.118 -0.907  S14 1.441
13 S -2.471 -0.985 0.558  C2 1.752, C3 1.873
14 S 2.242 -0.012 -0.155  C5 1.862, C6 1.784, O11 1.488, O12 1.441
15 H -3.429 1.507 -2.057  C1 1.195
16 H -4.560 -0.687 -0.764  C2 1.055
17 H 1.442 1.504 1.769  C4 1.041
18 H 0.298 2.830 1.174  C4 1.128
19 H 0.616 1.566 -1.060  C5 1.074
20 H 2.131 2.356 -0.578  C5 1.077
21 H 1.229 -0.799 -2.185  C6 1.125
22 H 0.418 -2.955 -1.511  C8 1.088
23 H 0.282 -2.358 0.289  C8 1.153
24 H 1.870 -3.091 -0.342  C8 1.158
25 H 0.956 -0.317 2.199  N10 1.048
26 H -0.587 -1.077 1.972  N10 0.988

2.
Density functional theory data (ωB97M-V/def2-TZVPD) for a cluster of 2 separate species, C8H12N2O3 in total at a distorted geometry.

The calculated total energy comes out at -647.21656 Eh. The calculation puts the orbital gap at 0.3058 Eh. As for the SMILES: CN(C)[C@@]1(O)C=CC=CN1.O=C=O. As for the total charge: 0. Its relative energy (zero: lowest compared OMol25 entry of this formula, charge and spin) is 1.437 eV.

Bonds (Å) are listed after each position.
Atoms and positions in Å:
1 C -0.767 0.480 -1.246  N2 1.438, H11 1.148, H12 1.089, H13 1.149
2 N -0.831 0.189 0.160  C1 1.438, C3 1.471, C4 1.495
3 C -1.055 1.404 0.959  N2 1.471, H14 1.151, H15 1.169, H16 1.026
4 C 0.352 -0.544 0.705  N2 1.495, O5 1.399, C6 1.489, N10 1.467
5 O 0.075 -0.851 2.042  C4 1.399, H17 0.933
6 C 0.549 -1.811 -0.052  C4 1.489, C7 1.403, H18 1.032
7 C 1.817 -2.181 -0.525  C6 1.403, C8 1.453, H19 1.094
8 C 2.894 -1.205 -0.513  C7 1.453, C9 1.336, H20 1.104
9 C 2.779 -0.218 0.380  C8 1.336, N10 1.376, H21 1.107
10 N 1.561 0.283 0.777  C4 1.467, C9 1.376, H22 1.090
11 H -0.004 1.297 -1.509  C1 1.148
12 H -0.274 -0.330 -1.780  C1 1.089
13 H -1.864 0.602 -1.564  C1 1.149
14 H -0.397 2.271 0.588  C3 1.151
15 H -2.205 1.609 0.905  C3 1.169
16 H -0.840 1.149 1.929  C3 1.026
17 H -0.783 -1.217 2.052  O5 0.933
18 H -0.109 -2.603 -0.002  C6 1.032
19 H 1.857 -3.147 -1.035  C7 1.094
20 H 3.909 -1.630 -0.614  C8 1.104
21 H 3.652 0.373 0.719  C9 1.107
22 H 1.612 0.924 1.657  N10 1.090
23 O -3.849 -1.620 -0.758  C24 1.126
24 C -4.581 -0.809 -0.483  O23 1.126, O25 1.134
25 O -5.346 -0.012 -0.226  C24 1.134

- What is the relative energy (zero: lowest compared OMol25 entry of this formula, charge and spin) in the first record?
  4.204 eV

- What is the formula in the first record?
  C8H12N2O2S2

- Which value of total charge does entry 2 give?
  0